{"formula": "C23H38N11", "method": "ωB97M-V/def2-TZVPD", "charge": 1, "e_homo_ev": -10.06, "lumo_ev": -5.36, "species": ["N", "C", "N", "N", "C", "C", "C", "C", "N", "C", "C", "C", "C", "H", "H", "H", "H", "H", "H", "H", "H", "H", "H", "H", "H", "H", "H", "H", "H", "H", "C", "C", "N", "H", "H", "H", "C", "C", "N", "H", "H", "H", "C", "C", "N", "H", "H", "H", "C", "C", "N", "H", "H", "H", "C", "C", "N", "H", "H", "H", "C", "C", "N", "H", "H", "H", "C", "C", "N", "H", "H", "H"], "coordinates": [[4.74658, -2.16026, -0.78077], [4.23750, -0.79714, -0.36154], [4.18628, 0.32284, -1.20147], [3.66776, -0.54722, 1.05078], [2.18327, -0.33816, 0.80341], [1.67061, 1.21050, 0.96437], [0.15657, 1.50211, 0.40407], [-0.20398, 0.79171, -1.02858], [-0.60543, -0.66748, -0.92240], [-0.97685, -1.49473, 0.32028], [-1.26517, -3.02140, -0.20432], [-1.03999, -2.93109, -1.82838], [-0.62732, -1.37305, -2.26713], [5.11070, -2.60462, 0.10796], [3.88054, -2.70345, -1.07376], [4.68742, 1.20949, -0.95717], [3.56111, 0.24727, -2.03427], [3.72811, -1.51056, 1.49532], [1.95327, -0.80973, -0.26532], [1.60714, -0.99152, 1.60324], [1.64247, 1.43504, 2.13604], [2.43752, 1.94763, 0.46897], [-0.69247, 1.26069, 1.20472], [0.08963, 2.67675, 0.22217], [0.69873, 0.97632, -1.78271], [-1.13615, 1.35033, -1.51797], [-0.97319, -1.02192, 1.39272], [-1.54986, -3.90710, 0.50695], [-1.15214, -3.87126, -2.53024], [-0.40606, -0.93515, -3.33888], [-2.80184, -5.58920, 3.70439], [-2.36640, -5.98964, 2.30424], [-2.00518, -6.32190, 1.14272], [-2.66762, -4.51283, 3.84292], [-3.85606, -5.83863, 3.85259], [-2.20209, -6.12134, 4.44785], [-2.10803, -8.69539, -1.25180], [-1.67260, -9.09583, -2.65196], [-1.31137, -9.42810, -3.81348], [-1.97381, -7.61903, -1.11327], [-3.16225, -8.94482, -1.10361], [-1.50829, -9.22754, -0.50834], [-2.43228, 1.17947, 4.04589], [-1.92730, -0.25419, 4.04428], [-1.50831, -1.44350, 4.04297], [-3.24575, 1.28892, 3.32336], [-2.80153, 1.44354, 5.04062], [-1.62118, 1.86077, 3.77470], [2.68640, 0.16318, -5.42105], [2.27812, 1.10444, -4.29956], [1.93935, 1.88528, -3.36922], [3.77598, 0.14104, -5.51097], [2.32589, -0.84720, -5.20956], [2.25790, 0.50326, -6.36780], [1.09670, 5.07026, -4.01592], [1.80525, 5.70470, -5.20160], [2.39310, 6.23104, -6.18517], [0.13706, 4.65382, -4.33441], [1.71224, 4.26835, -3.59925], [0.91930, 5.82185, -3.24181], [-2.47503, 2.67482, 8.28984], [-3.56685, 2.43657, 7.25952], [-4.47260, 2.23898, 6.40478], [-2.34235, 1.78108, 8.90577], [-1.53156, 2.90411, 7.78700], [-2.74796, 3.51445, 8.93492], [-0.54677, 8.76887, -2.53554], [-1.19398, 7.43216, -2.21196], [-1.73094, 6.32328, -1.94350], [0.51900, 8.62820, -2.73582], [-1.01999, 9.20832, -3.41787], [-0.66295, 9.45354, -1.69095]], "forces_ev_per_angstrom": [[-2.209, 2.388, 1.569], [-0.865, 1.026, 2.193], [-0.019, -2.475, 0.937], [2.105, -2.957, -3.740], [-2.356, 0.260, -0.500], [-0.028, -0.194, 0.768], [-0.409, 0.548, -0.395], [-0.566, 1.456, 0.269], [-0.004, -2.112, -1.196], [0.211, -2.609, -4.480], [1.668, 5.492, -2.377], [0.528, 3.121, 2.323], [-1.460, -4.812, 5.081], [-0.740, 0.461, -1.154], [1.297, 0.525, 0.197], [-1.464, -1.101, 0.109], [1.438, 0.303, 0.368], [0.233, 1.746, -0.291], [-0.193, 1.175, 2.301], [1.304, 1.203, -1.736], [0.314, -0.405, -2.564], [-1.511, -1.487, 0.868], [1.999, 0.343, -1.707], [0.136, -2.551, 0.379], [-1.953, -0.814, 1.755], [2.023, -1.005, 1.199], [-0.061, -1.036, -2.520], [0.615, 1.881, -1.853], [0.243, 2.365, 1.493], [-0.549, -0.703, 2.836], [0.341, -0.318, -1.124], [2.356, -2.196, -7.597], [-2.865, 2.701, 9.294], [0.040, -0.140, -0.145], [0.180, -0.009, -0.155], [-0.041, 0.031, -0.231], [0.369, -0.288, -1.216], [2.374, -2.241, -7.683], [-2.873, 2.691, 9.299], [0.005, -0.231, -0.062], [0.179, 0.007, -0.131], [-0.050, 0.071, -0.206], [0.484, -1.221, -0.018], [2.733, -7.720, -0.045], [-3.253, 9.406, -0.065], [0.111, -0.134, 0.138], [0.019, -0.186, -0.254], [-0.027, -0.200, 0.010], [-0.340, 0.751, 0.858], [-2.141, 4.983, 5.884], [2.911, -6.283, -7.244], [-0.171, 0.118, 0.088], [-0.026, 0.197, 0.065], [0.019, 0.057, 0.223], [0.647, 0.567, -0.975], [3.877, 3.465, -6.494], [-4.687, -4.223, 7.878], [0.166, 0.134, 0.000], [-0.072, 0.194, -0.175], [0.009, -0.088, -0.206], [-0.909, -0.205, -0.806], [-5.995, -1.249, -5.502], [7.250, 1.587, 6.846], [-0.119, 0.105, -0.169], [-0.212, -0.038, -0.014], [-0.056, -0.134, -0.182], [-0.556, -1.070, 0.260], [-3.564, -7.275, 1.784], [4.370, 8.810, -2.151], [-0.186, -0.073, 0.035], [0.018, -0.176, 0.144], [-0.040, -0.209, -0.089]], "lowdin_charge": [0.110, -0.183, 0.169, 0.029, -0.214, -0.170, -0.178, -0.201, -0.204, -0.044, -0.052, -0.069, -0.055, 0.116, 0.132, 0.158, 0.102, 0.129, 0.121, 0.147, 0.129, 0.109, 0.106, 0.130, 0.073, 0.145, 0.066, 0.044, 0.077, 0.103, -0.064, -0.176, 0.099, 0.065, 0.081, 0.080, -0.103, -0.217, 0.075, 0.036, 0.076, 0.073, -0.077, -0.200, 0.078, 0.087, 0.014, 0.070, -0.051, -0.153, 0.106, 0.085, 0.081, 0.091, -0.097, -0.212, 0.082, 0.079, 0.024, 0.044, -0.069, -0.193, 0.100, 0.080, 0.075, 0.081, -0.074, -0.216, 0.083, 0.073, 0.082, 0.079]}

{"formula": "C4H8O2", "method": "ωB97M-V/def2-TZVPD", "de_lowest_ev": 2.253, "e_homo_ev": -9.77, "lumo_ev": 0.89, "species": ["O", "C", "C", "C", "O", "C", "H", "H", "H", "H", "H", "H", "H", "H"], "coordinates": [[-0.59866, 1.75674, -1.23920], [0.00663, 0.49196, -1.10450], [-0.60194, -0.29694, 0.03927], [0.43478, -1.37650, 0.35136], [1.10164, -0.47273, 1.25853], [-0.12419, 0.28649, 1.36539], [0.00367, 2.30230, -1.75992], [1.06854, 0.59743, -0.83199], [-0.06120, -0.09930, -2.03159], [-1.65927, -0.55355, -0.07707], [0.07385, -2.25869, 0.88914], [1.04534, -1.69749, -0.50345], [-0.70343, -0.05072, 2.23473], [0.01425, 1.37100, 1.40929]], "forces_ev_per_angstrom": [[0.005, 0.314, -0.206], [0.159, -0.335, 0.051], [-0.059, 0.003, -0.054], [0.043, -0.354, -0.105], [0.059, -0.157, 0.202], [-0.143, 0.257, 0.173], [-0.269, 0.008, 0.111], [-0.152, 0.056, -0.291], [-0.046, 0.145, 0.073], [0.229, 0.051, -0.075], [-0.120, 0.060, -0.053], [0.112, 0.062, 0.282], [0.017, 0.049, -0.118], [0.165, -0.160, 0.012]], "lowdin_charge": [-0.050, -0.263, -0.239, -0.162, -0.123, -0.146, 0.092, 0.130, 0.127, 0.146, 0.120, 0.122, 0.121, 0.123]}

{"formula": "C11H18", "method": "ωB97M-V/def2-TZVPD", "smiles": "Cc1ccccc1.CC(C)C", "de_lowest_ev": 0.900, "e_homo_ev": -8.90, "lumo_ev": 0.99, "species": ["C", "C", "C", "C", "C", "C", "C", "H", "H", "H", "H", "H", "H", "H", "H", "C", "C", "C", "C", "H", "H", "H", "H", "H", "H", "H", "H", "H", "H"], "coordinates": [[2.65101, -0.66162, -1.48288], [1.75370, 0.35699, -0.80597], [1.86092, 0.47886, 0.59683], [1.09268, 1.46517, 1.15837], [0.38949, 2.37947, 0.37789], [0.17063, 2.15534, -0.98788], [1.00766, 1.23801, -1.60414], [2.17557, -1.63772, -1.46152], [3.55883, -0.70218, -0.89706], [2.82427, -0.40706, -2.54021], [2.38078, -0.30031, 1.11465], [1.11682, 1.69804, 2.22230], [-0.10881, 3.24370, 0.80765], [-0.60024, 2.68748, -1.51487], [1.01278, 1.13393, -2.68990], [-2.27217, -0.72769, 1.83789], [-1.55963, -1.47251, 0.70140], [-2.05600, -2.91969, 0.61763], [-1.80973, -0.75873, -0.65507], [-3.10459, -0.13134, 1.45743], [-1.63150, -0.16574, 2.50219], [-2.63586, -1.44308, 2.62599], [-0.49155, -1.44375, 0.95679], [-3.03399, -2.88345, 0.16048], [-1.41489, -3.46028, -0.07603], [-2.11112, -3.52980, 1.52933], [-1.12256, 0.08746, -0.71296], [-1.65671, -1.40447, -1.52812], [-2.80281, -0.28876, -0.66149]], "forces_ev_per_angstrom": [[-0.690, 0.336, -0.082], [1.341, 0.305, -0.629], [-1.591, -0.311, -2.033], [0.401, 1.659, 1.029], [-1.292, -0.274, -0.631], [1.195, 0.199, 0.852], [-0.415, -0.812, 0.462], [0.011, -0.280, 0.006], [0.472, -0.231, -0.294], [0.182, -0.061, 0.476], [0.344, 0.010, 0.530], [0.117, -0.343, -0.075], [-0.057, -0.340, 0.340], [0.156, 0.468, -0.283], [-0.058, -0.175, 0.273], [-0.483, -1.047, 1.199], [-0.199, -0.030, 0.402], [0.414, -0.062, -0.465], [0.478, 0.396, 0.768], [0.058, 0.032, 0.344], [0.458, 0.893, -0.486], [-0.254, 0.267, -1.020], [-0.096, -0.191, -0.376], [-0.527, -0.217, -0.026], [0.038, -0.185, -0.154], [0.110, 0.579, 0.034], [-0.012, -0.186, -0.192], [-0.098, 0.114, 0.217], [-0.003, -0.516, -0.186]], "lowdin_charge": [-0.053, -0.276, -0.056, -0.104, -0.095, -0.104, -0.070, 0.075, 0.070, 0.081, 0.108, 0.105, 0.100, 0.102, 0.113, -0.089, -0.463, -0.101, -0.070, 0.070, 0.055, 0.081, 0.112, 0.072, 0.068, 0.075, 0.036, 0.080, 0.077]}

{"formula": "C5H6N", "method": "ωB97M-V/def2-TZVPD", "de_lowest_ev": 7.098, "charge": 1, "e_homo_ev": [-14.32, -14.64], "lumo_ev": [-6.26, -5.91], "species": ["C", "C", "C", "C", "C", "N", "H", "H", "H", "H", "H", "H"], "coordinates": [[-0.86118, 1.23256, -0.31287], [0.34856, 1.52361, -1.24472], [0.64486, 0.07687, -0.60898], [0.51398, 2.42077, -2.06713], [-0.86094, -0.79284, 1.31417], [-0.50617, 0.10136, 0.19707], [0.58770, -0.70180, -1.31928], [1.49419, 0.17269, 0.03344], [0.77447, 2.98616, -2.87720], [-1.07785, 0.02096, 2.01833], [-1.75827, -1.34743, 1.27163], [-0.11765, -1.46130, 1.40193]], "forces_ev_per_angstrom": [[-1.627, -0.293, 1.868], [-0.563, -0.770, 0.028], [1.087, 0.836, 0.067], [0.364, -1.616, 0.877], [-2.402, 4.286, -0.343], [-1.273, 0.145, -0.950], [0.482, -0.654, -1.025], [1.013, -0.135, -0.156], [0.524, 1.539, -1.521], [0.658, -1.119, 1.122], [-1.256, -0.372, -1.073], [2.992, -1.846, 1.105]], "lowdin_charge": [0.226, -0.179, -0.019, 0.343, 0.085, -0.130, 0.147, 0.153, 0.070, 0.131, 0.101, 0.070]}